A structure of composition C18H20N4O7RuS2, computed with ωB97M-V with the def2-TZVPD basis set.

Cartesian coordinates (Å):
Ru: 0.36 0.13 0.02
O: 3.93 1.36 2.58
C: 3.08 1.00 1.59
O: 1.98 1.47 1.50
C: 3.71 0.05 0.61
O: 2.69 -0.59 -0.11
C: 3.12 -1.04 -1.40
C: 1.91 -1.31 -2.32
O: 2.17 -1.80 -3.41
O: 0.78 -0.96 -1.88
H: 3.46 2.01 3.12
H: 4.35 -0.67 1.14
H: 4.31 0.68 -0.05
H: 3.69 -1.96 -1.29
H: 3.74 -0.27 -1.86
S: -1.01 1.04 1.80
C: -2.62 0.49 1.40
C: -3.73 1.18 1.89
C: -5.02 0.75 1.62
C: -5.21 -0.39 0.85
C: -4.13 -1.08 0.35
C: -2.82 -0.67 0.61
S: -1.48 -1.59 -0.05
H: -3.56 2.07 2.48
H: -5.86 1.31 2.01
H: -6.22 -0.73 0.63
H: -4.28 -1.96 -0.26
C: 0.00 -4.58 2.60
N: -0.32 -3.18 2.65
C: -1.62 -2.76 3.15
C: 0.58 -2.25 2.45
N: 1.26 -1.32 2.26
H: -0.76 -5.10 2.02
H: 0.05 -5.03 3.60
H: 0.96 -4.71 2.10
H: -2.40 -3.26 2.58
H: -1.73 -1.69 2.99
H: -1.73 -2.99 4.22
C: -1.32 2.86 -3.68
N: 0.02 2.79 -3.13
C: 1.11 3.33 -3.75
C: 2.34 3.18 -3.26
C: 2.54 2.40 -2.03
O: 3.67 2.21 -1.57
N: 1.42 1.88 -1.45
C: 0.21 2.05 -1.98
O: -0.79 1.53 -1.44
H: -1.30 3.52 -4.55
H: -2.01 3.25 -2.94
H: -1.66 1.87 -3.98
H: 0.90 3.89 -4.66
H: 3.20 3.61 -3.75

Computed properties:
**E_tot**: -63537.831 eV
**Multiplicity**: 6
**Total charge**: -1
**Energy relative to the best compared isomer or geometry (same formula, charge and spin)**: 24.2 kcal per mole
**HOMO energy (spin up / spin down)**: -3.84 / -4.29 eV
**<S²>**: 8.76
**Maximum force**: 0.010 hartree/bohr

Results of the Löwdin charge analysis, in e, for atoms 1 through 4: 1.25 0.12 -0.51 -0.01

The ion C3H10NO with charge +1 in a non-equilibrium geometry, computed with ωB97M-V with the def2-TZVPD basis set.

Cartesian coordinates (Å):
N: -1.15 -1.06 0.25
C: -0.47 -0.04 1.20
C: 0.85 0.45 0.60
C: 0.85 0.87 -1.01
O: -0.21 0.21 -1.63
H: -0.42 -1.76 0.11
H: -1.38 -0.61 -0.73
H: -2.02 -1.35 0.54
H: -1.03 0.88 1.41
H: -0.33 -0.58 2.13
H: 1.19 1.21 1.23
H: 1.67 -0.28 0.68
H: 0.54 1.91 -1.08
H: 1.86 0.61 -1.52
H: 0.05 -0.48 -2.20

Computed properties:
**E_tot**: -6803.034 eV
**Total charge**: +1
**Energy relative to the best compared isomer or geometry (same formula, charge and spin)**: 29.4 kcal per mole
**HOMO energy**: -14.86 eV
**Maximum force**: 0.063 hartree/bohr
**Structure (SMILES)**: [NH3+]CCCO

Results of the Löwdin charge analysis, in e, for atoms 1 through 4: 0.17 -0.10 -0.12 -0.15

A cluster of 21 separate species, C52H93N11O30 in total in a non-equilibrium geometry, computed with ωB97M-V with the def2-TZVPD basis set.

Cartesian coordinates (Å):
C: 4.58 4.01 4.80
O: 5.07 5.18 5.27
C: 6.08 5.14 6.15
O: 6.44 4.13 6.81
O: 6.61 6.39 6.22
C: 7.66 6.72 7.12
H: 3.59 3.83 5.22
H: 5.12 3.11 5.10
H: 4.51 4.17 3.72
H: 7.76 7.79 7.29
H: 8.61 6.24 6.90
H: 7.26 6.27 8.02
C: -4.16 -1.09 4.36
O: -3.19 -2.03 4.07
C: -1.87 -1.87 4.43
O: -1.40 -0.91 5.05
O: -1.11 -2.87 3.96
C: 0.24 -2.89 4.14
H: -5.20 -1.43 4.37
H: -4.05 -0.25 3.67
H: -4.00 -0.65 5.35
H: 0.68 -3.88 4.00
H: 0.48 -2.60 5.16
H: 0.79 -2.11 3.61
C: -4.05 -5.05 5.46
O: -5.37 -4.52 5.62
C: -6.27 -4.94 4.80
O: -6.19 -6.08 4.26
O: -7.33 -4.07 4.75
C: -8.52 -4.47 3.96
H: -3.87 -5.98 6.00
H: -3.36 -4.27 5.80
H: -3.61 -5.24 4.48
H: -8.26 -4.81 2.96
H: -9.07 -3.54 3.77
H: -9.21 -5.17 4.42
C: 7.33 -1.08 -2.57
O: 8.73 -1.02 -2.59
C: 9.38 -0.15 -1.77
O: 8.93 0.53 -0.86
O: 10.66 -0.20 -2.17
C: 11.60 0.72 -1.58
H: 6.96 -0.06 -2.63
H: 6.98 -1.56 -1.66
H: 7.03 -1.69 -3.42
H: 12.36 0.83 -2.35
H: 12.01 0.29 -0.67
H: 11.16 1.69 -1.38
C: -3.16 -3.91 -7.81
O: -2.41 -3.73 -6.57
C: -3.06 -3.48 -5.37
O: -4.27 -3.36 -5.21
O: -2.12 -3.22 -4.43
C: -2.47 -2.77 -3.12
H: -2.52 -3.71 -8.68
H: -4.08 -3.34 -7.88
H: -3.45 -4.95 -7.89
H: -2.94 -1.79 -3.27
H: -1.62 -2.66 -2.45
H: -3.16 -3.49 -2.69
C: -1.63 -2.01 0.55
O: -0.53 -1.13 0.91
C: 0.16 -0.74 -0.10
O: -0.06 -0.97 -1.29
O: 1.11 0.08 0.41
C: 1.92 0.78 -0.47
H: -2.23 -2.29 1.42
H: -1.29 -2.93 0.08
H: -2.31 -1.74 -0.26
H: 2.66 1.35 0.09
H: 1.28 1.51 -0.97
H: 2.37 0.15 -1.24
C: -6.12 -4.41 0.86
O: -7.30 -3.63 0.86
C: -7.31 -2.47 1.39
O: -6.40 -1.91 1.92
O: -8.58 -1.97 1.12
C: -8.92 -0.69 1.62
H: -6.34 -5.43 0.55
H: -5.65 -4.56 1.83
H: -5.40 -3.90 0.22
H: -9.95 -0.47 1.36
H: -8.26 0.09 1.22
H: -8.67 -0.59 2.67
C: 1.80 -1.83 -3.83
O: 1.02 -2.96 -4.24
C: 1.01 -4.00 -3.44
O: 1.61 -4.10 -2.37
O: 0.04 -4.81 -3.87
C: -0.24 -5.98 -3.16
H: 1.72 -0.89 -4.38
H: 2.84 -2.12 -3.98
H: 1.58 -1.56 -2.80
H: -0.54 -5.81 -2.12
H: 0.56 -6.71 -3.24
H: -1.06 -6.55 -3.59
C: -5.41 -0.72 -3.66
O: -6.35 0.36 -3.32
C: -6.24 1.61 -3.78
O: -5.20 2.15 -4.29
O: -7.39 2.28 -3.55
C: -7.49 3.62 -3.83
H: -5.56 -1.62 -3.06
H: -4.41 -0.30 -3.65
H: -5.51 -1.07 -4.69
H: -8.51 3.98 -3.77
H: -7.15 3.74 -4.86
H: -6.87 4.13 -3.09
C: 4.59 7.49 -2.23
O: 4.91 6.13 -2.58
C: 4.71 5.15 -1.63
O: 4.24 5.31 -0.54
O: 5.12 4.04 -2.21
C: 4.62 2.84 -1.73
H: 5.19 7.87 -1.41
H: 3.53 7.57 -2.01
H: 4.67 8.22 -3.04
H: 5.00 2.52 -0.76
H: 4.87 1.99 -2.38
H: 3.54 2.89 -1.83
C: 3.61 -3.58 0.13
C: 4.25 -4.90 -0.01
N: 4.71 -5.95 -0.07
H: 4.19 -2.87 -0.46
H: 3.69 -3.28 1.17
H: 2.60 -3.72 -0.25
C: -1.05 1.92 2.51
C: -2.42 2.40 2.21
N: -3.48 2.78 1.98
H: -1.06 0.87 2.80
H: -0.59 2.51 3.30
H: -0.47 2.12 1.62
C: 2.16 5.69 1.94
C: 1.86 4.80 3.04
N: 1.56 4.12 3.93
H: 3.19 6.04 2.07
H: 1.41 6.46 1.82
H: 2.19 5.16 0.99
C: 2.97 -0.24 3.68
C: 4.22 0.08 4.25
N: 5.24 0.37 4.67
H: 3.19 -0.62 2.68
H: 2.28 0.61 3.59
H: 2.31 -0.88 4.26
C: 4.82 1.83 -5.92
C: 4.64 0.37 -5.72
N: 4.51 -0.75 -5.54
H: 5.35 1.96 -6.86
H: 5.41 2.23 -5.10
H: 3.85 2.32 -5.88
C: -6.00 1.63 -0.02
C: -6.15 3.06 -0.24
N: -6.31 4.20 -0.38
H: -7.00 1.20 -0.05
H: -5.62 1.45 0.99
H: -5.33 1.22 -0.78
C: -1.15 1.50 -2.88
C: -2.27 0.90 -2.15
N: -3.11 0.40 -1.51
H: -0.50 0.76 -3.34
H: -0.54 2.12 -2.22
H: -1.67 1.93 -3.73
C: 7.02 0.38 1.71
C: 6.05 0.10 0.63
N: 5.24 -0.02 -0.19
H: 6.92 -0.44 2.43
H: 6.75 1.28 2.27
H: 8.04 0.48 1.37
C: 1.01 4.78 -3.60
C: 1.61 3.51 -3.92
N: 2.14 2.48 -4.12
H: 0.64 5.28 -4.50
H: 1.72 5.46 -3.13
H: 0.18 4.63 -2.91
C: -2.42 5.53 0.16
C: -1.21 4.80 -0.13
N: -0.26 4.19 -0.31
H: -2.49 6.03 1.12
H: -3.17 4.76 0.00
H: -2.58 6.35 -0.54
C: -3.37 -7.58 2.80
C: -3.25 -6.35 2.03
N: -3.09 -5.37 1.45
H: -2.36 -7.86 3.09
H: -3.82 -8.35 2.17
H: -3.87 -7.44 3.76

Computed properties:
**E_tot**: -133241.508 eV
**HOMO energy**: -10.42 eV
**Maximum force**: 0.095 hartree/bohr

Results of the Löwdin charge analysis, in e, for atoms 1 through 4: -0.11 0.00 -0.51 0.08

A structure of composition C24H24BrCl2CoN5O2P, computed with ωB97M-V with the def2-TZVPD basis set.

Cartesian coordinates (Å):
Co: 0.93 1.09 -0.72
N: -0.85 -1.33 -1.25
P: -1.29 0.09 -0.40
C: -2.65 0.76 -1.40
C: -3.93 0.20 -1.32
C: -4.94 0.64 -2.16
C: -4.69 1.64 -3.09
C: -3.42 2.19 -3.19
C: -2.41 1.75 -2.35
C: -2.12 -0.52 1.08
C: -1.95 -1.82 1.56
C: -2.63 -2.22 2.70
C: -3.44 -1.34 3.38
C: -3.60 -0.03 2.92
C: -2.94 0.37 1.77
C: 0.13 -1.33 -2.21
C: 0.20 -2.38 -3.14
C: 1.16 -2.35 -4.11
C: 2.05 -1.28 -4.17
C: 1.94 -0.29 -3.23
N: 1.00 -0.30 -2.25
H: -1.49 -2.11 -1.27
H: -4.15 -0.57 -0.59
H: -5.93 0.20 -2.09
H: -5.48 1.99 -3.74
H: -3.22 2.96 -3.92
H: -1.41 2.15 -2.47
H: -1.29 -2.51 1.05
H: -2.51 -3.24 3.06
H: -3.96 -1.66 4.27
H: -4.24 0.66 3.45
H: -3.10 1.38 1.39
H: -0.52 -3.18 -3.08
H: 1.22 -3.15 -4.84
H: 2.82 -1.21 -4.93
H: 2.61 0.55 -3.24
Br: 4.62 0.67 5.83
C: 3.83 -0.45 4.65
C: 3.85 -1.88 4.95
N: 3.31 -2.76 4.15
C: 2.71 -2.30 3.04
C: 2.61 -0.91 2.68
C: 3.19 0.02 3.49
C: 1.83 -0.57 1.43
O: 1.00 -1.40 1.11
O: 2.14 0.51 0.84
H: 4.30 -2.23 5.87
H: 2.29 -3.04 2.37
H: 3.17 1.07 3.25
Cl: 3.27 2.23 -1.41
C: 4.65 1.42 -0.59
Cl: 4.89 -0.21 -1.19
H: 4.40 1.37 0.46
H: 5.52 2.02 -0.80
N: 0.61 3.06 0.39
N: 0.36 3.23 -1.03
H: -0.27 3.06 0.89
H: 1.20 3.79 0.76
H: 1.13 3.75 -1.44
H: -0.48 3.77 -1.20

Computed properties:
**E_tot**: -178811.803 eV
**Multiplicity**: 5
**Total charge**: +2
**HOMO energy (spin up / spin down)**: -13.53 / -13.62 eV
**<S²>**: 6.03
**Maximum force**: 0.010 hartree/bohr

Results of the Löwdin charge analysis, in e, for atoms 1 through 4: 0.53 -0.09 1.04 -0.35

A structure of composition C25H25LuN2P in a non-equilibrium geometry, computed with ωB97M-V with the def2-TZVPD basis set.

Cartesian coordinates (Å):
C: 4.74 -0.27 -0.63
C: 4.16 -1.47 -1.15
C: 3.04 -1.83 -0.34
C: 2.98 -0.90 0.74
C: 3.99 0.08 0.54
Lu: 2.47 0.38 -1.38
N: 3.13 2.65 0.79
C: 2.49 0.11 -3.49
C: 2.08 -1.16 -3.30
H: 2.39 -2.70 -0.46
H: 4.53 -2.03 -2.00
H: 2.34 -0.99 1.61
H: 4.17 0.95 1.18
H: 5.59 0.28 -1.04
H: 2.82 -1.97 -3.33
H: 1.78 0.91 -3.78
H: 3.20 3.65 0.48
H: 1.01 -1.42 -3.29
H: 3.58 0.38 -3.54
N: 0.50 0.26 -0.93
P: -0.76 0.19 0.00
C: -1.23 -1.52 0.39
C: -2.29 -2.15 -0.29
C: -2.55 -3.51 -0.08
C: -1.72 -4.28 0.73
C: -0.64 -3.66 1.36
C: -0.39 -2.30 1.20
C: -0.60 1.17 1.53
C: -1.33 2.35 1.73
C: -1.13 3.12 2.88
C: -0.16 2.78 3.81
C: 0.60 1.62 3.60
C: 0.37 0.83 2.48
C: -2.26 0.85 -0.72
C: -2.24 1.49 -1.96
C: -3.43 2.02 -2.46
C: -4.63 1.92 -1.74
C: -4.63 1.27 -0.50
C: -3.45 0.74 0.02
H: -2.91 -1.59 -0.99
H: -3.41 -3.96 -0.58
H: -1.91 -5.35 0.87
H: 0.03 -4.25 1.99
H: 0.48 -1.86 1.67
H: -2.07 2.66 0.99
H: -1.74 4.01 3.03
H: 0.00 3.38 4.71
H: 1.36 1.32 4.31
H: 0.98 -0.07 2.34
H: -1.31 1.55 -2.51
H: -3.43 2.53 -3.42
H: -5.56 2.34 -2.14
H: -5.55 1.19 0.07
H: -3.46 0.25 0.99

Computed properties:
**E_tot**: -72216.256 eV
**Total charge**: -1
**HOMO energy (spin up / spin down)**: -3.49 / -1.78 eV
**Maximum force**: 0.103 hartree/bohr

Results of the Löwdin charge analysis, in e, for atoms 1 through 4: -0.23 -0.25 -0.22 -0.23

The molecule C5H4ClNO2 in a non-equilibrium geometry, computed with ωB97M-V with the def2-TZVPD basis set.

Cartesian coordinates (Å):
C: 0.40 1.05 0.38
C: 1.43 0.24 0.10
C: -0.98 0.52 0.58
C: 1.39 -1.24 -0.10
C: 0.45 -1.90 -1.01
N: -1.77 0.90 -0.43
O: -1.32 -0.12 1.54
O: 0.27 -2.02 0.24
Cl: -3.44 0.44 -0.50
H: 0.40 2.07 0.40
H: 2.28 0.80 -0.04
H: 2.23 -1.88 0.14
H: -1.34 1.14 -1.31

Computed properties:
**E_tot**: -23351.897 eV
**Energy relative to the best compared isomer or geometry (same formula, charge and spin)**: 107.0 kcal per mole
**HOMO energy**: -9.70 eV
**Maximum force**: 0.064 hartree/bohr

Results of the Löwdin charge analysis, in e, for atoms 1 through 4: 0.00 -0.01 -0.63 -0.29

The molecule C3H8N2 in a non-equilibrium geometry, computed with ωB97M-V with the def2-TZVPD basis set.

Cartesian coordinates (Å):
C: -2.14 -0.39 -0.14
C: -0.88 0.39 0.12
C: 0.35 -0.22 0.26
N: 1.34 0.62 -0.10
N: 2.69 0.29 0.02
H: -2.42 -1.02 0.72
H: -2.98 0.28 -0.32
H: -2.04 -1.04 -1.01
H: -1.03 1.32 0.66
H: 0.56 -1.29 0.33
H: 0.59 1.48 -0.36
H: 2.86 -0.46 0.69
H: 3.08 0.05 -0.88

Computed properties:
**E_tot**: -6217.119 eV
**Energy relative to the best compared isomer or geometry (same formula, charge and spin)**: 109.0 kcal per mole
**HOMO energy**: -7.08 eV
**Maximum force**: 0.073 hartree/bohr
**Structure (SMILES)**: C/C=C/NN

Results of the Löwdin charge analysis, in e, for atoms 1 through 4: -0.15 -0.24 -0.19 -0.17

A structure of composition C28H35N5P2Zr in a non-equilibrium geometry, computed with ωB97M-V with the def2-TZVPD basis set.

Cartesian coordinates (Å):
Zr: 1.43 -0.39 0.83
C: 2.62 -0.48 -3.22
C: 1.57 0.32 -3.42
C: 0.18 -0.14 -3.69
C: -0.16 -1.58 -3.21
C: 0.15 -1.89 -1.79
C: 1.37 -2.10 -1.19
C: 2.49 -2.64 -2.06
C: 2.70 -1.94 -3.42
C: 2.04 -0.69 3.04
H: 3.59 -0.06 -2.99
H: 1.75 1.40 -3.50
H: 0.01 -0.11 -4.78
H: -0.52 0.59 -3.27
H: -1.25 -1.67 -3.38
H: 0.28 -2.31 -3.90
H: -0.72 -2.21 -1.20
H: 1.40 -2.59 -0.18
H: 2.31 -3.70 -2.29
H: 3.44 -2.55 -1.52
H: 3.72 -2.21 -3.77
H: 2.01 -2.30 -4.20
H: 2.65 0.15 3.41
H: 2.70 -1.57 3.00
H: 1.29 -0.84 3.83
P: -1.29 -0.38 1.08
P: -0.82 2.37 0.66
N: -1.15 -2.39 1.12
N: -2.75 -0.55 2.02
N: 1.07 2.14 0.35
N: -0.77 4.03 0.35
C: -1.90 0.13 -0.57
C: -1.55 1.63 -0.84
C: -0.11 -2.99 1.84
C: -0.15 -4.37 1.65
C: -1.25 -4.64 0.78
C: -1.84 -3.41 0.48
C: -2.81 -1.23 3.26
C: -4.11 -1.20 3.71
C: -4.90 -0.51 2.74
C: -4.04 -0.12 1.72
C: 2.08 2.24 1.31
C: 3.23 1.55 0.87
C: 2.92 1.00 -0.41
C: 1.54 1.26 -0.64
C: -0.04 4.59 -0.71
C: 0.11 5.94 -0.47
C: -0.51 6.23 0.80
C: -1.01 5.05 1.29
H: -2.97 -0.08 -0.60
H: -1.44 -0.49 -1.36
H: -0.90 1.80 -1.72
H: -2.49 2.15 -1.09
H: 0.56 -2.40 2.49
H: 0.56 -5.08 2.07
H: -1.56 -5.61 0.42
H: -2.70 -3.20 -0.16
H: -1.91 -1.64 3.69
H: -4.45 -1.62 4.66
H: -5.96 -0.30 2.81
H: -4.23 0.45 0.82
H: 2.00 2.94 2.13
H: 4.16 1.40 1.42
H: 3.61 0.42 -1.02
H: 0.98 1.10 -1.53
H: 0.37 3.96 -1.48
H: 0.62 6.64 -1.11
H: -0.59 7.19 1.27
H: -1.47 4.79 2.24
N: 0.22 1.67 3.73
C: 0.56 1.04 2.79

Computed properties:
**E_tot**: -56889.507 eV
**Total charge**: +2
**Energy relative to the best compared isomer or geometry (same formula, charge and spin)**: 24.0 kcal per mole
**HOMO energy**: -13.71 eV
**Maximum force**: 0.117 hartree/bohr

Results of the Löwdin charge analysis, in e, for atoms 1 through 4: 1.51 -0.12 -0.14 -0.15